This record from the Open Molecules 2025 dataset describes a 3-piece molecular cluster, C35H65Cl3F3N6O3S overall. The level of theory is ωB97M-V with the def2-TZVPD basis set.

Output
spin multiplicity = 3
gap between HOMO and LUMO (spin up / spin down) = 5.545 / 6.731 eV
<S²> = 2.008
F_max = 0.0180 Eh/bohr
net charge = +1

Structure (XYZ):
```
116
Properties=species:S:1:pos:R:3:lowdin_charge:R:1
C 6.410 -6.741 -2.122 0.008
C 6.898 -5.482 -2.782 -0.495
O 8.062 -5.233 -2.968 0.108
N 5.877 -4.532 -3.110 -0.116
C 5.135 -5.013 -4.287 -0.056
C 6.459 -3.205 -3.350 -0.176
C 5.369 -2.125 -3.513 -0.181
C 5.668 -1.193 -4.689 -0.158
C 4.548 -0.240 -5.156 -0.102
N 3.160 -0.604 -4.782 -0.040
C 2.499 0.276 -3.866 -0.693
Cl 2.965 0.121 -2.221 0.828
C 1.661 1.217 -4.307 -0.665
C 0.969 2.260 -3.508 -0.087
Cl 1.322 1.275 -6.003 0.782
C 2.542 -1.636 -5.319 -0.381
N 3.217 -2.381 -6.292 -0.272
S 3.099 -1.895 -7.975 0.848
N 1.286 -1.978 -4.916 -0.014
C 0.460 -2.666 -5.930 -0.150
C 0.698 -4.175 -6.115 -0.240
C 0.476 -4.628 -7.564 -0.582
Cl -0.800 -5.877 -7.693 0.567
C 1.213 -2.564 -3.553 -0.104
C 0.131 -2.054 -2.604 -0.042
C -1.289 -1.962 -3.101 -0.658
F -1.452 -1.038 -4.054 0.145
F -2.083 -1.644 -2.090 0.155
F -1.725 -3.119 -3.615 0.150
H 5.364 -6.952 -2.332 0.071
H 6.523 -6.601 -1.043 0.098
H 7.040 -7.577 -2.430 0.095
H 4.181 -4.489 -4.386 0.060
H 4.906 -6.073 -4.181 0.087
H 5.726 -4.890 -5.206 0.106
H 7.117 -3.232 -4.230 0.123
H 7.085 -2.956 -2.495 0.131
H 4.395 -2.608 -3.626 0.072
H 5.340 -1.536 -2.594 0.096
H 5.958 -1.820 -5.545 0.108
H 6.549 -0.591 -4.461 0.133
H 4.690 0.765 -4.758 0.138
H 4.587 -0.158 -6.244 0.111
H -0.112 2.128 -3.592 0.092
H 1.256 2.219 -2.455 0.059
H 1.227 3.248 -3.898 0.098
H 4.194 -2.499 -6.046 0.051
H 2.562 -0.690 -7.739 -0.147
H 0.596 -2.134 -6.874 0.091
H -0.580 -2.501 -5.653 0.118
H 1.699 -4.463 -5.785 0.097
H 0.000 -4.727 -5.480 0.091
H 1.368 -5.087 -7.983 0.068
H 0.149 -3.812 -8.206 0.064
H 1.135 -3.649 -3.651 0.131
H 2.165 -2.369 -3.051 0.098
H 0.377 -1.076 -2.183 0.106
H 0.090 -2.760 -1.768 0.149
C 0.612 -0.397 2.220 -0.024
C 0.651 1.129 1.991 -0.479
C 0.017 1.872 3.174 -0.126
C -1.509 1.796 3.222 -0.163
C -2.121 2.210 1.888 -0.121
C -1.564 1.412 0.711 -0.490
N -0.067 1.509 0.729 -0.104
O 0.378 2.584 0.183 -0.040
C -2.023 -0.047 0.732 -0.029
C -2.063 1.994 -0.604 -0.037
C 2.109 1.548 1.840 -0.044
H 0.460 -0.935 1.284 0.073
H 1.561 -0.731 2.638 0.082
H -0.169 -0.700 2.916 0.076
H 0.317 2.923 3.128 0.127
H 0.445 1.465 4.094 0.128
H -1.838 0.790 3.500 0.107
H -1.881 2.457 4.005 0.105
H -3.207 2.092 1.908 0.130
H -1.923 3.273 1.719 0.130
H -1.512 -0.594 -0.058 0.062
H -3.094 -0.084 0.531 0.097
H -1.857 -0.571 1.668 0.066
H -1.842 3.054 -0.695 0.084
H -3.143 1.857 -0.657 0.094
H -1.612 1.469 -1.444 0.070
H 2.560 1.087 0.959 0.072
H 2.654 1.215 2.724 0.090
H 2.216 2.626 1.754 0.081
C -5.101 5.792 7.704 -0.026
C -5.374 4.821 6.535 -0.480
C -6.805 4.273 6.601 -0.133
C -7.023 3.213 7.679 -0.170
C -5.979 2.103 7.575 -0.133
C -4.545 2.631 7.608 -0.494
N -4.405 3.674 6.538 -0.103
O -4.214 3.167 5.374 -0.042
C -4.200 3.183 8.997 -0.031
C -3.556 1.512 7.308 -0.043
C -5.181 5.587 5.231 -0.047
H -4.070 5.718 8.046 0.084
H -5.261 6.818 7.375 0.082
H -5.757 5.623 8.556 0.073
H -7.058 3.842 5.627 0.123
H -7.479 5.118 6.757 0.126
H -7.004 3.664 8.675 0.104
H -8.019 2.785 7.561 0.114
H -6.099 1.382 8.387 0.125
H -6.130 1.557 6.638 0.125
H -3.209 3.638 8.996 0.093
H -4.192 2.355 9.706 0.091
H -4.910 3.915 9.369 0.059
H -3.788 1.007 6.373 0.075
H -3.600 0.782 8.117 0.088
H -2.538 1.899 7.247 0.090
H -4.149 5.924 5.124 0.093
H -5.833 6.461 5.249 0.088
H -5.436 4.984 4.364 0.076
```